[1]
The following is a quantum chemistry calculation of a structure of composition C44H35IN5O7S4Tl, from the Open Molecules 2025 dataset.

Calculated values
spin multiplicity	1
Kohn-Sham gap	6.37	eV
energy relative to the best compared isomer or geometry (same formula, charge and spin)	33.1	kcal/mol
LUMO energy	0.132	Eh
highest occupied orbital energy	-2.791	eV
total charge	-2

CARTESIAN COORDINATES (ANGSTROEM)
Tl: -0.131 2.356 1.756
C: 1.834 0.474 4.136
C: 1.457 -0.387 2.974
N: 0.372 -0.072 2.321
N: -0.225 -1.156 1.712
C: -0.597 -1.099 0.510
S: -0.154 0.265 -0.525
S: -1.488 -2.447 -0.231
C: -0.330 -3.816 0.106
C: 0.406 -4.276 -1.121
C: 0.226 -5.564 -1.606
C: 0.895 -5.998 -2.745
C: 1.757 -5.140 -3.408
C: 1.946 -3.850 -2.923
C: 1.276 -3.417 -1.792
C: 2.255 -1.547 2.627
C: 2.878 -2.298 3.646
C: 3.666 -3.391 3.391
C: 3.888 -3.752 2.045
C: 3.358 -3.023 1.023
C: 2.539 -1.851 1.238
O: 2.157 -1.160 0.259
H: 1.077 1.227 4.323
H: 2.809 0.942 4.006
H: 1.884 -0.166 5.021
H: -0.927 -4.630 0.516
H: 0.349 -3.471 0.885
H: -0.453 -6.235 -1.092
H: 0.735 -7.004 -3.114
H: 2.279 -5.471 -4.297
H: 2.624 -3.173 -3.429
H: 1.447 -2.422 -1.397
H: 2.687 -2.026 4.677
H: 4.092 -3.970 4.200
H: 4.501 -4.619 1.818
H: 3.549 -3.286 -0.012
C: -1.541 -0.435 5.576
C: -2.726 -0.256 4.677
N: -3.761 -1.037 4.839
C: -4.817 -0.908 4.002
C: -4.855 -0.001 2.980
C: -6.068 0.068 2.096
O: -6.838 1.261 2.273
C: -3.763 0.878 2.794
C: -3.721 1.784 1.663
N: -2.877 2.735 1.639
C: -2.572 3.510 0.521
C: -3.473 4.185 -0.293
C: -2.981 4.961 -1.337
C: -1.614 5.055 -1.558
C: -0.717 4.361 -0.746
C: -1.199 3.601 0.299
I: 1.243 3.993 3.545
C: -2.636 0.786 3.665
O: -1.575 1.484 3.615
H: -1.809 -1.097 6.398
H: -1.188 0.526 5.950
H: -0.710 -0.874 5.016
H: -5.652 -1.579 4.174
H: -6.741 -0.753 2.344
H: -5.791 -0.042 1.041
H: -6.227 2.006 2.259
H: -4.374 1.585 0.799
H: -4.538 4.113 -0.106
H: -3.671 5.497 -1.977
H: -1.238 5.663 -2.371
H: 0.343 4.425 -0.940
O: -3.683 -1.147 -5.593
S: -2.997 -1.791 -4.509
O: -3.303 -3.157 -4.205
N: -3.156 -0.882 -3.125
C: -2.022 -0.400 -2.762
S: -2.030 0.602 -1.325
C: -0.850 -0.696 -3.649
C: 0.448 -0.212 -3.632
C: 1.314 -0.656 -4.627
C: 0.898 -1.543 -5.613
C: -0.418 -1.989 -5.657
C: -1.262 -1.541 -4.665
H: 0.797 0.514 -2.905
H: 2.333 -0.292 -4.624
H: 1.600 -1.875 -6.368
H: -0.771 -2.647 -6.439
O: 1.549 2.245 -1.862
C: 2.155 2.715 -0.885
O: 1.869 2.597 0.333
C: 3.368 3.601 -1.169
C: 3.936 4.360 -0.151
C: 5.021 5.184 -0.416
C: 5.555 5.247 -1.696
C: 4.994 4.485 -2.714
C: 3.901 3.673 -2.450
H: 3.509 4.283 0.841
H: 5.452 5.777 0.382
H: 6.406 5.886 -1.901
H: 5.407 4.530 -3.716
H: 3.431 3.085 -3.228

Atomic forces in eV per Å
Tl -0.103 -0.060 0.219
C 0.078 0.027 -0.098
C -0.148 0.168 -0.073
N 0.512 -0.110 -0.110
N -0.149 0.023 0.054
C -0.023 0.057 -0.190
S -0.086 0.096 -0.003
S 0.016 -0.001 0.052
C -0.018 -0.094 0.041
C -0.003 -0.005 -0.043
C -0.041 -0.024 -0.025
C 0.010 0.005 -0.002
C -0.004 0.024 0.015
C -0.007 -0.039 -0.002
C -0.010 -0.005 0.010
C 0.071 -0.170 0.228
C -0.126 0.067 -0.053
C 0.028 -0.052 -0.114
C 0.052 -0.035 0.119
C -0.037 0.079 -0.043
C 0.050 -0.065 -0.032
O -0.215 0.081 0.027
H -0.030 0.014 0.002
H 0.005 0.020 -0.009
H 0.040 -0.009 0.014
H 0.028 -0.006 0.022
H 0.020 0.022 0.021
H -0.010 -0.009 0.001
H -0.005 -0.012 -0.003
H 0.008 -0.006 -0.015
H 0.013 0.012 -0.011
H 0.020 0.067 0.008
H -0.004 0.008 0.034
H 0.007 -0.004 0.009
H -0.006 -0.008 0.004
H 0.002 -0.002 0.028
C 0.000 -0.024 0.047
C 0.022 0.070 -0.054
N -0.081 -0.033 0.013
C 0.019 0.010 0.036
C 0.006 -0.021 0.018
C -0.013 -0.046 -0.024
O -0.030 0.083 -0.047
C -0.014 0.052 -0.092
C -0.043 -0.085 0.037
N -0.079 0.096 0.015
C -0.037 -0.067 0.052
C -0.048 0.024 -0.041
C 0.033 -0.012 0.040
C 0.006 -0.019 -0.018
C 0.012 0.019 -0.023
C -0.065 -0.112 -0.143
I 0.047 0.106 0.088
C 0.059 -0.150 -0.049
O 0.148 0.140 0.060
H 0.013 -0.008 0.000
H -0.005 0.014 0.017
H 0.006 0.006 -0.029
H -0.007 -0.011 0.010
H 0.017 -0.001 -0.008
H -0.001 -0.006 0.014
H 0.001 -0.029 0.055
H 0.024 -0.007 0.014
H -0.005 0.001 0.009
H -0.010 0.009 -0.014
H 0.002 0.006 -0.012
H 0.027 -0.010 -0.005
O -0.034 -0.037 -0.042
S 0.007 0.003 0.148
O -0.063 -0.025 -0.068
N -0.030 0.056 0.009
C -0.161 -0.072 -0.072
S 0.193 0.101 -0.175
C -0.104 0.028 0.129
C 0.120 0.124 -0.009
C -0.032 -0.005 -0.009
C 0.008 0.013 -0.009
C 0.037 0.044 0.050
C 0.157 -0.041 -0.101
H -0.018 -0.047 -0.026
H 0.015 -0.001 -0.005
H 0.006 -0.005 0.006
H -0.009 -0.020 -0.007
O 0.023 -0.066 -0.161
C -0.008 0.074 -0.191
O -0.046 -0.097 0.486
C 0.015 -0.058 0.002
C 0.005 -0.043 0.015
C 0.015 0.015 0.003
C -0.021 -0.025 0.010
C 0.009 0.020 -0.009
C -0.040 -0.009 -0.036
H -0.009 0.015 0.009
H 0.006 0.000 0.000
H 0.010 0.011 -0.003
H 0.000 0.001 0.005
H 0.006 -0.003 0.007

Atom charges from the Löwdin analysis, given in e for atoms 1 to 5:
1 Tl 0.62
2 C -0.07
3 C -0.27
4 N 0.00
5 N 0.00

***

[2]
The following is a quantum chemistry calculation of a structure of composition C44H35IrN9PS in a non-equilibrium geometry, from the Open Molecules 2025 dataset.

Calculated values
spin multiplicity	1
Kohn-Sham gap (alpha / beta)	6.18 / 6.18	eV
LUMO energy (alpha / beta)	-0.216 / -0.216	Eh
highest occupied orbital energy (alpha / beta)	-12.054 / -12.048	eV
total charge	+2

CARTESIAN COORDINATES (ANGSTROEM)
Ir: -0.430 0.156 -0.494
N: 4.459 0.259 0.217
C: 3.269 0.334 -0.383
N: 2.133 0.062 0.178
C: 2.124 -0.379 1.488
N: 1.048 -0.785 2.085
N: -0.099 -0.725 1.331
C: -1.169 -1.131 1.913
C: -2.394 -1.145 1.125
C: -3.641 -1.347 1.688
C: -4.750 -1.378 0.856
C: -4.572 -1.238 -0.512
C: -3.296 -1.031 -1.005
N: -2.231 -0.974 -0.209
C: 3.380 -0.410 2.236
C: 3.445 -0.756 3.591
C: 4.660 -0.787 4.237
C: 5.834 -0.477 3.542
C: 5.793 -0.130 2.209
C: 4.559 -0.096 1.564
H: 5.297 0.489 -0.298
H: 3.278 0.663 -1.416
H: -1.139 -1.476 2.940
H: -3.735 -1.468 2.756
H: -5.739 -1.512 1.270
H: -5.407 -1.293 -1.194
H: -3.114 -0.916 -2.064
H: 2.528 -0.992 4.108
H: 4.710 -1.052 5.282
H: 6.786 -0.511 4.053
H: 6.698 0.111 1.670
N: -0.955 0.727 -4.630
C: -1.643 1.926 -4.954
C: -1.672 2.365 -6.264
C: -2.346 3.538 -6.581
C: -2.970 4.273 -5.586
C: -2.923 3.836 -4.268
C: -2.273 2.655 -3.954
S: -2.317 2.068 -2.283
N: -0.948 1.019 -2.300
C: -0.580 0.394 -3.379
C: 0.276 -0.809 -3.172
C: 0.955 -1.469 -4.181
C: 1.665 -2.620 -3.873
C: 1.671 -3.075 -2.564
C: 0.996 -2.346 -1.599
N: 0.318 -1.236 -1.889
H: -0.638 0.163 -5.401
H: -1.178 1.795 -7.038
H: -2.373 3.876 -7.606
H: -3.490 5.186 -5.829
H: -3.410 4.403 -3.485
H: 0.957 -1.090 -5.192
H: 2.207 -3.149 -4.643
H: 2.192 -3.977 -2.285
H: 0.987 -2.649 -0.561
N: -0.805 1.762 0.485
P: -0.441 3.159 1.065
C: 0.775 4.048 0.066
C: 0.415 4.338 -1.252
C: 1.302 4.981 -2.097
C: 2.558 5.351 -1.631
C: 2.910 5.097 -0.315
C: 2.022 4.449 0.535
C: -1.910 4.203 1.102
C: -1.796 5.570 1.356
C: -2.932 6.362 1.402
C: -4.181 5.792 1.194
C: -4.297 4.433 0.940
C: -3.161 3.637 0.894
C: 0.189 3.108 2.763
C: -0.600 3.524 3.833
C: -0.150 3.372 5.137
C: 1.094 2.815 5.382
C: 1.884 2.388 4.322
C: 1.427 2.521 3.024
H: -0.576 4.078 -1.605
H: 1.010 5.210 -3.112
H: 3.250 5.860 -2.287
H: 3.870 5.420 0.061
H: 2.296 4.297 1.570
H: -0.821 6.014 1.513
H: -2.844 7.421 1.597
H: -5.067 6.411 1.231
H: -5.273 3.996 0.780
H: -3.234 2.576 0.696
H: -1.564 3.978 3.650
H: -0.771 3.697 5.961
H: 1.452 2.716 6.397
H: 2.856 1.957 4.511
H: 2.036 2.163 2.202

Atomic forces in eV per Å
Ir -1.192 -2.073 0.247
N -0.065 -0.040 -0.032
C 0.155 0.218 0.031
N -0.159 0.167 -0.144
C 0.090 -0.054 0.080
N -0.189 -0.043 -0.172
N 0.149 0.228 -0.001
C -0.013 0.059 -0.095
C 0.185 -0.125 0.298
C -0.076 -0.130 -0.214
C 0.035 0.031 0.048
C 0.151 -0.138 0.028
C -0.129 -0.050 -0.296
N 1.219 1.505 0.085
C -0.092 -0.019 -0.016
C 0.012 0.008 -0.025
C -0.008 0.017 -0.072
C -0.021 -0.004 -0.022
C -0.070 -0.019 0.016
C 0.059 0.032 -0.013
H -0.057 0.002 0.013
H -0.002 0.029 -0.021
H -0.007 0.003 -0.016
H 0.019 -0.007 0.055
H -0.031 -0.023 0.011
H -0.017 0.026 -0.047
H -0.007 0.130 -0.033
H -0.033 -0.011 0.027
H 0.004 -0.026 0.068
H 0.020 0.010 0.020
H 0.048 0.020 -0.032
N -0.107 -0.133 0.245
C -0.011 0.093 0.032
C -0.009 0.066 0.060
C -0.009 0.013 0.060
C 0.042 -0.078 -0.017
C 0.060 -0.043 -0.022
C 0.034 -0.057 -0.036
S 0.121 0.121 -0.059
N -0.096 -0.360 -0.144
C 0.148 0.067 -0.010
C -0.025 0.125 0.059
C -0.014 -0.007 0.091
C -0.027 0.012 0.111
C -0.043 0.080 -0.085
C -0.037 -0.070 0.011
N -0.061 0.196 -0.031
H -0.032 -0.011 0.055
H 0.046 -0.033 -0.058
H -0.013 0.009 -0.045
H -0.039 0.061 -0.016
H -0.002 0.056 0.045
H -0.005 0.008 -0.058
H 0.009 -0.038 -0.039
H 0.041 -0.042 0.020
H 0.019 0.000 0.016
N 0.220 0.725 0.026
P -0.368 -1.006 -0.089
C 0.009 0.161 0.043
C -0.005 -0.047 -0.007
C -0.006 -0.024 0.003
C 0.031 -0.003 0.033
C 0.019 -0.009 -0.056
C 0.012 0.096 0.047
C 0.113 0.189 0.078
C -0.044 -0.038 -0.045
C 0.017 0.000 -0.005
C -0.004 0.009 0.002
C 0.014 0.001 0.000
C -0.006 0.032 0.015
C -0.131 0.116 0.016
C 0.067 0.055 -0.016
C 0.000 -0.001 -0.011
C 0.009 0.000 -0.012
C -0.008 0.016 0.050
C -0.028 -0.089 -0.002
H 0.017 -0.039 0.005
H -0.010 0.024 -0.050
H 0.024 0.032 -0.026
H 0.056 0.018 0.012
H -0.003 0.012 -0.067
H 0.023 0.020 0.008
H 0.000 0.042 0.008
H -0.034 0.024 0.001
H -0.043 -0.019 -0.001
H 0.029 -0.037 -0.002
H -0.038 -0.005 0.001
H -0.020 0.025 0.030
H 0.014 -0.012 0.047
H 0.078 -0.046 0.014
H 0.027 0.023 -0.011

Atom charges from the Löwdin analysis, given in e for atoms 1 to 5:
1 Ir 1.35
2 N 0.14
3 C -0.13
4 N 0.08
5 C -0.31

***

[3]
The following is a quantum chemistry calculation of a cluster of 7 separate species, C44H35NO27S in total, from the Open Molecules 2025 dataset.

Calculated values
spin multiplicity	1
Kohn-Sham gap	7.65	eV
LUMO energy	-0.060	Eh
highest occupied orbital energy	-9.271	eV

CARTESIAN COORDINATES (ANGSTROEM)
N: -2.191 0.913 -1.526
O: -1.383 -0.150 -2.052
S: -1.091 -1.356 -0.961
O: -1.550 -0.864 0.321
O: -2.172 -2.428 -1.490
C: -3.549 -2.184 -1.134
C: -4.447 -2.945 -2.112
C: -5.762 -2.227 -2.298
C: -6.149 -1.729 -3.537
C: -7.344 -1.039 -3.687
C: -8.167 -0.836 -2.603
C: -7.802 -1.344 -1.365
C: -6.608 -2.033 -1.218
H: -2.353 1.495 -2.342
H: -1.583 1.464 -0.923
H: -3.762 -1.115 -1.204
H: -3.726 -2.509 -0.108
H: -3.935 -3.057 -3.067
H: -4.676 -3.935 -1.705
H: -5.503 -1.886 -4.395
H: -7.612 -0.647 -4.662
H: -9.096 -0.291 -2.710
H: -8.443 -1.212 -0.502
H: -6.334 -2.417 -0.240
C: -5.573 4.394 0.588
C: -4.513 3.724 0.105
C: -3.356 4.443 -0.559
O: -2.419 3.769 -0.956
C: -3.411 5.882 -0.694
C: -4.474 6.541 -0.212
C: -5.618 5.832 0.471
O: -6.529 6.521 0.900
O: -4.625 7.853 -0.278
O: -4.402 2.413 0.177
H: -6.401 3.896 1.071
H: -2.584 6.381 -1.178
H: -5.480 8.054 0.152
H: -3.556 2.147 -0.235
C: 3.731 3.184 -1.368
C: 3.091 4.361 -1.420
C: 1.649 4.520 -0.986
O: 1.181 5.641 -1.066
C: 0.931 3.357 -0.516
C: 1.572 2.180 -0.463
C: 3.018 2.024 -0.882
O: 3.493 0.905 -0.790
O: 1.019 1.050 -0.057
O: 3.642 5.484 -1.847
H: 4.760 3.062 -1.677
H: -0.103 3.480 -0.225
H: 1.713 0.363 -0.119
H: 2.950 6.171 -1.769
C: -4.453 6.859 6.830
C: -3.849 5.931 6.073
C: -4.165 5.759 4.604
O: -3.543 4.897 4.009
C: -5.168 6.609 4.004
C: -5.775 7.537 4.759
C: -5.442 7.724 6.224
O: -6.042 8.607 6.808
O: -6.702 8.365 4.313
O: -2.933 5.090 6.523
H: -4.231 6.991 7.879
H: -5.400 6.466 2.961
H: -6.955 8.923 5.076
H: -2.671 4.540 5.758
C: 3.383 -1.892 -3.216
C: 4.232 -2.190 -4.209
C: 4.036 -3.388 -5.111
O: 4.863 -3.551 -5.990
C: 2.902 -4.256 -4.879
C: 2.057 -3.961 -3.880
C: 2.244 -2.751 -2.995
O: 1.403 -2.582 -2.129
O: 1.000 -4.694 -3.574
O: 5.310 -1.481 -4.499
H: 3.520 -1.038 -2.565
H: 2.776 -5.119 -5.518
H: 0.556 -4.240 -2.829
H: 5.731 -1.928 -5.261
C: 5.070 -5.783 -0.042
C: 5.193 -6.889 0.703
C: 4.784 -8.257 0.208
O: 4.960 -9.188 0.972
C: 4.215 -8.369 -1.118
C: 4.087 -7.264 -1.867
C: 4.522 -5.902 -1.374
O: 4.378 -4.971 -2.146
O: 3.581 -7.254 -3.089
O: 5.684 -6.883 1.935
H: 5.366 -4.806 0.319
H: 3.910 -9.347 -1.463
H: 3.607 -6.324 -3.394
H: 5.670 -7.809 2.249
C: 7.838 -1.381 3.990
C: 7.973 -2.486 4.737
C: 7.568 -3.856 4.237
O: 7.753 -4.789 4.997
C: 6.994 -3.971 2.913
C: 6.858 -2.863 2.172
C: 7.281 -1.498 2.658
O: 7.123 -0.569 1.887
O: 6.342 -2.866 0.949
O: 8.469 -2.494 5.963
H: 8.127 -0.400 4.339
H: 6.688 -4.946 2.555
H: 6.358 -1.940 0.633
H: 8.452 -3.427 6.256

Atomic forces in eV per Å
N -0.347 0.391 0.077
O 0.192 0.238 0.118
S -0.230 -0.129 0.038
O 0.085 -0.001 0.030
O 0.055 -0.162 0.213
C -0.404 0.118 -0.256
C -0.312 -0.028 0.252
C 0.183 -0.033 -0.319
C 0.143 -0.059 -0.026
C 0.284 0.043 -0.433
C -0.330 0.045 0.343
C 0.016 -0.039 0.134
C -0.205 0.064 0.331
H 0.115 -0.108 -0.116
H 0.235 -0.116 -0.095
H 0.127 -0.042 0.049
H 0.140 0.097 -0.017
H 0.005 -0.020 0.019
H 0.281 -0.061 -0.186
H -0.022 0.033 0.024
H -0.026 -0.044 0.059
H 0.005 -0.009 -0.022
H -0.016 0.049 -0.052
H -0.015 -0.006 -0.061
C -0.044 0.025 0.012
C -0.014 0.019 0.042
C 0.040 0.218 -0.013
O -0.101 -0.219 0.049
C 0.079 0.000 -0.043
C -0.003 0.098 -0.011
C -0.168 -0.430 0.018
O 0.101 0.212 -0.106
O 0.038 0.051 -0.017
O 0.035 0.046 0.001
H 0.015 -0.026 0.002
H 0.007 0.010 0.016
H -0.028 -0.031 0.024
H -0.062 -0.188 -0.027
C 0.094 -0.098 -0.004
C 0.034 -0.022 -0.012
C -0.116 -0.147 0.062
O 0.018 0.074 -0.032
C -0.102 0.071 0.046
C 0.056 -0.013 -0.036
C 0.100 0.140 -0.099
O -0.024 -0.074 -0.012
O -0.142 0.020 0.044
O 0.068 0.020 -0.022
H 0.004 0.026 0.005
H 0.011 -0.010 -0.013
H 0.018 -0.013 -0.030
H -0.048 -0.004 0.020
C -0.033 0.071 0.092
C -0.009 0.021 0.038
C -0.114 0.090 -0.092
O 0.048 -0.046 0.018
C 0.049 -0.059 -0.114
C 0.041 -0.047 0.013
C 0.118 -0.102 0.101
O -0.059 0.043 -0.014
O -0.025 0.026 -0.066
O 0.036 -0.013 0.059
H 0.019 -0.012 -0.003
H -0.075 0.051 0.049
H 0.019 0.001 0.047
H -0.014 0.003 -0.047
C -0.069 0.108 0.060
C -0.039 0.000 0.044
C -0.093 -0.119 0.046
O 0.068 0.018 -0.016
C 0.013 -0.068 -0.148
C 0.002 -0.063 -0.144
C 0.193 0.124 0.054
O 0.112 -0.096 -0.012
O -0.057 -0.045 -0.002
O 0.045 0.069 0.015
H 0.020 -0.004 -0.004
H -0.049 0.028 -0.017
H 0.026 0.045 0.039
H -0.015 -0.039 -0.022
C 0.008 0.100 0.061
C 0.010 0.091 -0.005
C -0.077 -0.047 -0.155
O 0.018 -0.006 0.071
C -0.003 -0.115 0.034
C 0.002 -0.050 0.012
C 0.082 0.067 0.176
O -0.015 0.021 -0.024
O -0.016 -0.040 -0.043
O -0.002 -0.064 0.032
H -0.037 -0.048 -0.112
H -0.002 0.009 -0.022
H 0.012 0.034 0.017
H -0.025 -0.047 -0.058
C 0.000 0.119 -0.039
C 0.002 0.049 -0.014
C -0.081 -0.049 -0.162
O 0.019 -0.002 0.074
C -0.015 -0.093 -0.052
C -0.019 -0.092 0.002
C 0.073 0.047 0.164
O -0.038 0.010 -0.067
O 0.011 0.056 -0.029
O 0.030 0.047 0.045
H 0.013 -0.011 0.018
H 0.056 0.047 0.106
H 0.022 0.048 0.053
H -0.013 -0.042 -0.026

Atom charges from the Löwdin analysis, given in e for atoms 1 to 5:
1 N 0.00
2 O -0.38
3 S 0.93
4 O -0.39
5 O -0.34